A.
ORCA calculation (ωB97M-V with the def2-TZVPD basis set) on a 2-piece molecular cluster, C5H13NO2 overall.

```
! wB97M-V def2-TZVPD RIJCOSX def2/J DEFGRID3
* xyz 0 1
C -0.262 -1.048 1.722
C -1.438 -1.898 1.258
O -0.680 0.117 2.411
H -1.295 0.591 1.839
H 0.345 -1.603 2.442
H 0.434 -0.712 0.867
H -1.079 -2.841 0.851
H -2.103 -2.114 2.089
H -2.009 -1.378 0.491
C -0.836 1.303 -1.091
C 0.582 0.891 -1.313
N 0.851 0.219 -2.502
C 1.482 0.933 -0.314
O 2.815 0.617 -0.566
H 3.290 0.591 0.269
H 0.361 0.570 -3.312
H 1.842 0.069 -2.648
H 1.286 1.497 0.588
H -1.155 2.025 -1.845
H -1.464 0.402 -1.120
H -0.969 1.767 -0.117
*
```

- Structure (SMILES): C/C(N)=C/O.CCO
- Kohn-Sham gap: 8.4146 eV
- Lowest unoccupied orbital energy: 0.84 eV



B.
ORCA calculation (ωB97M-V with the def2-TZVPD basis set) on an isolated molecule of C5H13NO2.

```
! wB97M-V def2-TZVPD RIJCOSX def2/J DEFGRID3
* xyz 0 1
C 1.080 1.829 -0.329
O 1.851 1.554 -1.442
C 0.699 0.532 0.463
C -0.817 0.378 0.136
C -1.445 -1.045 0.348
C -1.303 -1.874 -0.783
O 0.101 -2.243 -0.972
N 1.068 0.836 1.742
H 0.244 2.322 -0.596
H 1.608 2.603 0.223
H 1.380 1.367 -2.287
H 1.300 -0.323 -0.169
H -1.129 1.106 0.855
H -1.136 0.695 -0.877
H -1.006 -1.599 1.150
H -2.503 -0.858 0.623
H -1.911 -2.730 -0.583
H -1.489 -1.522 -1.824
H 2.064 0.838 1.936
H 0.590 -2.020 -0.039
H 0.752 0.156 2.424
*
```

- Structure (SMILES): N[C@H](CO)CCCO
- Kohn-Sham gap: 10.0881 eV
- Lowest unoccupied orbital energy: 0.89 eV



The energy of each structure relative to the most stable one, in kJ/mol, is as follows: A 0.0; B 152.9.



A.
ORCA calculation (ωB97M-V with the def2-TZVPD basis set) on a 2-piece molecular cluster, C5H13NO2 overall.

```
! wB97M-V def2-TZVPD RIJCOSX def2/J DEFGRID3
* xyz 0 1
C 1.006 0.143 -0.107
C 1.198 1.630 -0.392
C 2.231 -0.666 -0.534
N 0.662 -0.009 1.293
C -1.865 -1.375 -0.216
O -1.383 -2.308 0.374
H 0.340 -0.946 1.519
H 1.467 0.138 1.895
H -2.217 -1.475 -1.264
H 2.052 2.011 0.166
H 2.453 -0.507 -1.586
H 0.318 2.186 -0.076
H 1.373 1.806 -1.450
H 2.064 -1.728 -0.360
H 3.102 -0.358 0.044
C -2.452 -0.127 0.489
O -3.133 0.755 -0.365
H -2.508 1.147 -0.985
H -1.619 0.348 1.035
H -3.178 -0.471 1.230
H 0.088 -0.194 -0.709
*
```

- Structure (SMILES): CC(C)N.O=CCO
- Kohn-Sham gap: 10.1440 eV
- Lowest unoccupied orbital energy: 0.74 eV



B.
ORCA calculation (ωB97M-V with the def2-TZVPD basis set) on a 2-piece molecular cluster, C5H13NO2 overall.

```
! wB97M-V def2-TZVPD RIJCOSX def2/J DEFGRID3
* xyz 0 1
C -2.091 0.125 0.191
C 0.719 -2.469 -0.807
O -1.372 0.628 1.311
H -2.492 0.948 -0.406
H -2.894 -0.498 0.583
H -1.406 -0.468 -0.426
H 1.663 -2.850 -1.222
H -0.069 -2.672 -1.531
H 0.505 -2.973 0.133
C 1.122 -0.298 -1.871
C 0.141 2.146 2.320
N 0.802 -0.981 -0.626
C -0.346 1.515 1.038
O -0.123 1.972 -0.056
H 1.522 -0.782 0.064
H 2.086 -0.601 -2.302
H 0.315 -0.479 -2.582
H 1.150 0.772 -1.675
H -0.315 3.129 2.427
H 1.216 2.298 2.263
H -0.133 1.537 3.176
*
```

- Structure (SMILES): COC(C)=O.CNC
- Kohn-Sham gap: 9.8006 eV
- Lowest unoccupied orbital energy: 0.96 eV



C.
ORCA calculation (ωB97M-V with the def2-TZVPD basis set) on a 2-piece molecular cluster, C5H13NO2 overall.

```
! wB97M-V def2-TZVPD RIJCOSX def2/J DEFGRID3
* xyz 0 1
N -1.271 -0.089 0.169
C -0.852 -0.850 1.303
C 0.473 -0.257 1.812
C 0.432 1.176 1.124
C -0.445 1.068 -0.186
C 0.459 0.662 -1.387
O 0.240 1.545 -2.485
H -2.264 0.127 0.234
H -0.465 -1.898 0.993
H -1.599 -0.926 2.022
H 1.444 -0.856 1.535
H 0.507 -0.008 2.892
H -0.080 1.762 1.904
H 1.516 1.387 0.943
H -1.160 1.892 -0.304
H 1.509 0.532 -1.172
H -0.045 -0.311 -1.755
H 0.392 2.530 -2.312
H 0.059 -3.201 -1.625
H 0.420 -1.674 -1.853
O 0.729 -2.611 -1.850
*
```

- Structure (SMILES): OC[C@@H]1CCCN1.O
- Kohn-Sham gap: 9.5134 eV
- Lowest unoccupied orbital energy: 0.82 eV



D.
ORCA calculation (ωB97M-V with the def2-TZVPD basis set) on a 2-piece molecular cluster, C5H13NO2 overall.

```
! wB97M-V def2-TZVPD RIJCOSX def2/J DEFGRID3
* xyz 0 1
C -0.748 0.472 -0.121
C 0.419 0.658 -1.058
C 1.443 -0.489 -1.121
C -1.759 -0.566 -0.512
C -1.187 1.598 0.665
N 2.448 -0.317 -0.080
O -0.081 -0.163 1.624
O 0.523 -1.323 2.238
H -0.246 -1.822 2.548
H 2.008 -0.359 0.833
H 3.135 -1.061 -0.123
H -0.019 0.795 -2.055
H 0.964 1.568 -0.805
H 1.950 -0.437 -2.089
H 0.917 -1.455 -1.082
H -2.310 -0.209 -1.388
H -2.259 1.668 0.832
H -1.278 -1.504 -0.783
H -2.474 -0.736 0.291
H -0.760 1.138 1.723
H -0.684 2.541 0.463
*
```

- Kohn-Sham gap: 9.7176 eV
- Lowest unoccupied orbital energy: 0.73 eV



The energy of each structure relative to the most stable one, in kJ/mol, is as follows: A 39.9; B 0.0; C 149.4; D 424.6.